DFT (ωB97M-V/def2-TZVPD) results for a molecular structure, C17H45BBrGaN3O in a non-equilibrium geometry.

Element x y z (Å)
H 0.87940 -1.64452 -4.02277
H -0.18744 0.64022 -0.51868
H -1.09769 5.91116 2.99579
C 4.72659 -2.05399 -6.95300
H 0.72554 -0.58215 1.26198
H 1.47209 -4.43275 -5.20489
H 5.87246 -3.30281 -4.07169
H 0.01379 -2.65939 0.24462
Br 0.18946 -5.18707 -3.14143
H 5.62578 -2.46592 -7.42884
C -1.45331 3.91124 2.37344
H -0.20811 -0.86302 2.68732
H -1.35225 -2.84041 1.35840
N 4.54712 -2.74956 -5.65510
C -2.59893 6.61211 5.87115
H -4.18568 6.89907 4.44807
C -2.80297 -0.49919 3.02635
C 2.90907 -6.66225 -3.24408
H -2.53788 7.64050 6.23676
H -2.49008 0.42430 3.51891
C -2.64030 -0.39886 1.51550
H 4.79068 -0.96151 -6.85257
O 4.49760 -0.56712 -4.33804
H -1.86009 1.10531 -0.50195
H -2.43856 -1.36848 -1.09977
H -1.07318 4.74578 4.31082
H 3.78137 0.04384 -4.25302
H 2.35208 -2.32623 -2.00921
H -2.23195 -1.32852 3.44687
H -4.01704 2.53500 5.29887
H -3.30186 0.40084 1.16825
H -1.87023 2.96801 2.72947
H 6.68533 -2.56743 -5.45632
H -4.88222 4.67031 4.15805
H -1.64341 -0.39111 -2.32465
H -3.85290 -0.67317 3.27187
N -2.99324 5.38676 3.65594
B 3.92838 -1.85015 -4.62614
C -0.24265 -0.96221 1.59719
C -1.60930 5.02979 3.39340
C 1.74032 -4.46768 -4.14245
H 3.40674 -5.54885 -5.00754
H 3.87212 -2.30660 -7.59665
H 0.29990 -3.02451 1.93369
H -2.62493 7.40749 3.88393
H 2.47450 -6.55619 -2.24786
H 2.40580 -7.43853 -3.82897
H 3.93401 -7.04121 -3.07122
C -1.51464 -0.83689 -1.33638
H -3.92595 3.59082 3.21008
C -0.33738 -2.45263 1.25391
H -3.25835 6.07401 6.55073
H -3.78552 4.01024 6.21592
H 6.00384 -4.24878 -5.57118
Ga 2.19641 -2.50531 -3.59959
N -1.28875 -0.08130 1.09758
H -3.00891 -1.32896 1.05941
C 3.05065 -5.31717 -3.99649
C -3.49009 3.49255 5.30445
C -3.13106 6.60781 4.43482
H -2.42303 3.27341 5.35650
C -1.19118 0.25608 -0.31730
H -0.70637 -1.55933 -1.42194
H 3.80518 -4.72809 -3.46078
C -3.86293 4.28907 4.04899
C 5.85995 -3.23682 -5.16734
H -1.93257 4.16872 1.42779
H -1.59853 6.18436 5.94440
H -0.39470 3.73788 2.17660

Summary:
Strongest force on any atom = 2.215 eV/Å
LUMO level = 2.33 eV
HOMO = -4.1 eV
Spin multiplicity = 1
Charge = -1


DFT (ωB97M-V/def2-TZVPD) results for a molecular structure, C17H45CrN4O10S4 in a non-equilibrium geometry.

Element x y z (Å)
H 4.73348 30.08467 -0.17405
H -3.21461 22.67756 6.72232
S -1.29334 22.75294 8.27102
O -0.85878 28.41358 -7.39953
H 1.02552 31.32414 0.07688
C -6.68432 18.44881 -4.62545
H -7.45228 23.20953 1.19385
H 1.13658 16.95437 3.68665
S 2.29905 20.97264 -7.66374
N -6.09353 18.69169 -5.83718
C -9.19253 20.21121 3.93325
H -0.63465 23.88079 6.35538
N 3.81073 30.10343 0.23618
O 1.01075 21.84496 -7.81790
H -8.24203 22.30332 0.01220
H -4.40089 19.68890 -5.11476
H 2.12323 28.89497 0.78749
H -5.18143 20.55785 -6.38880
H 1.92206 15.91297 4.96466
C 2.62782 21.00276 -5.81802
H -8.41406 17.83324 -5.73926
C -8.21954 21.35961 1.99425
O -1.25140 16.55322 3.94837
C -8.28862 22.51993 1.07944
C 0.78052 28.48194 -5.13950
O -6.15726 18.60995 -3.51454
H -2.81298 20.93313 7.07977
H -10.08023 21.74196 2.70818
O -0.46092 23.47177 -0.30335
C -8.00386 17.72617 -4.73509
H 1.02791 14.00795 4.16670
H -0.11548 13.54189 5.46265
H 3.44960 28.93323 1.94322
H 1.11175 18.78558 -7.21335
S -0.23896 27.54029 -6.31100
O -2.10300 22.10134 -0.71972
H 1.92601 32.47263 1.29966
H 1.37784 17.45844 5.40204
C 0.02410 14.14823 4.56768
C -4.92806 19.55041 -6.05870
H -9.18777 23.09913 1.28954
C 1.14019 16.63486 4.72875
O 0.06410 21.97823 8.33042
O -0.77913 21.59554 0.69038
C 3.13996 31.24197 0.04001
H 1.44200 30.86391 1.51034
O -7.16227 20.67956 2.05631
H -9.36369 19.27236 3.40659
H -0.60817 13.92850 3.70742
H 1.74492 18.90088 -8.93047
H -1.25450 26.26315 -4.36332
H -1.92580 27.69663 -4.43370
H -9.94438 20.42610 4.69261
C -2.44041 21.95168 6.97093
H 0.83368 27.97425 -4.17642
H -6.65044 18.41829 -6.63419
C 3.20713 28.96225 0.88092
H 2.78031 18.64610 -7.57487
H -2.03300 22.10539 5.97168
H 1.84946 28.54511 -5.34323
N -1.07751 22.45722 -0.10803
H -8.16672 20.19583 4.30146
Cr -3.41318 18.47282 0.34602
S -0.50243 15.84560 5.04394
C -1.58084 26.94754 -5.14641
H -1.75788 25.00014 7.38643
C -0.92605 24.29900 7.31887
H 0.26662 29.43812 -5.04089
H -8.78959 17.91466 -4.00351
H 3.52208 28.03765 0.39714
C 1.85412 31.53182 0.75394
H 1.76539 20.88422 -5.16207
H -0.04885 24.82297 7.69845
H -4.30561 19.22915 -6.89383
H 3.06191 21.97000 -5.56479
H 3.44183 20.34809 -5.50675
H -2.43694 26.47199 -5.62500
C 1.87826 19.17429 -7.88377
O 3.65167 32.15064 -0.59046
H -7.82701 16.65316 -4.80916
N -9.25872 21.17995 2.87957

Summary:
Strongest force on any atom = 3.341 eV/Å
⟨S²⟩ = 20.015
LUMO level (alpha / beta) = -3.74 / -8.44 eV
HOMO (alpha / beta) = -6.8 / -9.9 eV
Spin multiplicity = 9
Charge = +1


DFT (ωB97M-V/def2-TZVPD) results for a molecular structure, C17H45F6NO12S2V in a non-equilibrium geometry.

Element x y z (Å)
C 15.92175 -6.08031 -15.75319
C 21.51129 -11.00392 -16.92648
H 17.20443 -7.35531 -20.61227
F 22.53668 -13.89082 -18.61633
O 20.00756 -14.89000 -19.15266
C 17.35304 -9.07191 -17.64306
V 19.88441 -10.28842 -19.54822
H 21.10822 -12.00683 -17.04714
H 20.08354 -7.16392 -19.78773
C 21.04689 -5.94087 -15.85541
F 17.13628 -14.22176 -17.94440
H 16.93286 -12.90260 -14.95778
H 16.77178 -8.13890 -17.62221
H 20.87190 -10.60410 -14.92031
H 16.06209 -5.91706 -16.83467
O 21.09724 -8.77563 -20.58474
F 17.59182 -12.14859 -18.21029
O 12.73082 -7.99413 -15.96522
C 20.84553 -7.35275 -20.53905
H 17.94747 -5.30776 -15.55761
H 12.73163 -8.75390 -18.59328
H 16.18213 -7.14000 -15.61894
C 18.22083 -12.61294 -13.20560
C 13.67783 -8.57781 -18.07769
C 16.63974 -5.27097 -20.96919
H 14.01825 -6.46352 -15.59804
H 18.71068 -11.72933 -12.77662
C 16.94400 -6.44513 -20.06234
C 17.34186 -12.11462 -14.32267
H 17.55019 -5.01908 -21.52073
H 15.83585 -5.44997 -21.67981
O 21.62625 -10.27110 -18.19031
H 16.39317 -4.38325 -20.38604
H 22.56183 -11.15349 -16.65124
O 18.24464 -13.90287 -20.58584
O 20.99267 -13.89277 -21.64498
O 17.97525 -6.06627 -19.16707
O 18.54889 -8.98939 -18.35036
H 14.53241 -9.06029 -16.10547
H 18.17717 -6.81020 -18.57570
F 18.87214 -13.34573 -16.91839
H 20.82883 -7.18539 -17.59454
H 17.98300 -13.28389 -11.41030
H 13.04896 -9.92562 -16.60730
H 21.75018 -8.91314 -21.28371
H 16.64677 -4.15587 -15.20512
C 20.33470 -6.31149 -17.15654
H 17.84988 -11.40459 -14.97885
H 21.28485 -6.82366 -15.25354
H 20.08277 -5.81828 -21.92014
S 21.27300 -12.82918 -20.73258
H 21.01805 -9.11792 -15.92543
H 22.28451 -9.59672 -18.00382
H 19.40370 -7.46998 -22.13150
C 22.82023 -13.26983 -19.73018
H 16.48255 -11.56682 -13.92747
O 14.63598 -5.79067 -15.28132
H 19.67547 -10.24831 -16.12497
F 23.53646 -12.19776 -19.50121
H 21.98969 -5.44958 -16.08406
C 20.74447 -10.16983 -15.91536
F 23.51229 -14.08277 -20.50227
H 16.70378 -9.86065 -18.04022
H 17.08535 -5.32225 -14.02441
H 19.28582 -6.58594 -17.01888
S 19.20442 -13.73804 -19.52091
H 21.00656 -7.13931 -22.67604
C 13.57637 -8.96759 -16.61221
O 20.42266 -5.20461 -18.02258
H 19.67821 -5.26350 -18.63948
H 18.98302 -13.30348 -13.58512
C 20.29208 -6.88390 -21.88543
H 20.39239 -5.35474 -15.21123
H 21.78779 -6.83900 -20.34575
O 21.60350 -11.54495 -21.33143
H 16.04285 -6.67894 -19.48016
N 20.06422 -12.36911 -19.58819
O 17.43961 -13.25141 -12.20236
C 16.96254 -5.19864 -15.10377
H 14.42360 -9.13780 -18.65060
H 17.53131 -9.29079 -16.57732
C 18.14400 -13.36716 -18.02463
H 13.92515 -7.52226 -18.20468
H 11.81617 -8.21599 -16.15008

Summary:
Strongest force on any atom = 3.489 eV/Å
⟨S²⟩ = 3.755
LUMO level (alpha / beta) = -0.26 / -0.26 eV
HOMO (alpha / beta) = -8.8 / -9.2 eV
Spin multiplicity = 4
Energy relative to the best compared isomer or geometry (same formula, charge and spin) = 28.0 kJ/mol


DFT (ωB97M-V/def2-TZVPD) results for a molecular structure, C17H45FFeO6 in a non-equilibrium geometry.

Element x y z (Å)
H 2.13519 -1.52152 -1.43473
H -3.98234 -2.17213 1.53210
H -1.82387 -0.42523 4.00454
C 3.23680 -3.79242 -1.05872
H 1.46474 -2.79978 -3.20568
C 3.44817 1.88923 0.46870
C -2.56798 -2.77548 -0.88458
F 0.07382 0.20740 -0.20083
H 1.55176 1.76846 1.46168
O 0.04310 3.01251 -0.96306
H 3.87343 -3.08992 -1.59658
H 0.24791 -0.49719 -3.10566
H -1.84536 5.60282 -0.57435
O -0.74583 -2.46871 0.79259
H -0.82193 -3.40877 0.97174
H -3.13868 2.05202 -3.80656
H 3.40362 -0.24515 1.73027
O -0.27949 -0.34805 2.69863
H 4.36362 1.31171 0.34022
H -0.96457 2.44869 1.42830
H -0.31513 -0.13563 -4.76031
C -2.10776 -2.07293 0.41315
H 1.11012 -4.48259 -2.68297
C 3.02638 1.70814 3.02796
H -2.57294 -2.22462 2.55556
H -0.02205 -3.17480 -2.36482
H 4.08547 1.48063 3.14908
C -1.00910 5.00737 -0.94070
O 1.73708 -1.93567 -0.66558
H -0.78563 1.77416 -3.03084
H 2.91320 1.83193 -0.47926
H -2.06995 1.75055 -5.12188
H -3.05284 0.37734 -4.48929
H 2.49263 1.11557 3.77098
H -3.02598 -3.63679 1.58454
H -0.08945 2.11051 -0.66232
H -3.63724 -2.67387 -1.07022
C -1.07192 3.61311 -0.39894
C -2.49884 1.28136 -4.23644
H -0.03854 -1.05394 5.41174
C -2.96110 -2.54874 1.58997
H 3.60997 -3.95523 -0.04762
C 1.03687 -3.42653 -2.42323
H -0.61969 0.47016 6.01209
H 3.43069 -4.78007 -1.47713
C -1.40297 0.90300 -3.25013
C 2.56772 1.40132 1.60707
H -0.01834 3.93025 1.40102
H -1.23865 1.17204 3.82524
H -1.64318 4.04587 1.76281
H -1.40860 0.48176 -1.43388
O -2.12318 0.66576 -2.04798
O 2.51129 -0.00623 1.46900
Fe 0.76406 -1.14922 1.16583
C -0.90261 0.13534 3.84597
H -1.99055 -2.42577 -1.74037
H -1.31582 -1.16824 -3.71649
H 2.92115 2.77489 3.22561
H 3.84322 2.90480 0.49397
C -0.15303 -0.00257 5.14789
C -0.62656 -0.32399 -3.73288
H -0.05192 5.52554 -0.88227
H -1.92312 3.08707 -0.83120
H 1.16280 -3.99621 -0.41181
H 0.82492 0.47329 5.22052
H -1.22527 5.07972 -2.00659
H -2.11662 -0.98315 0.39278
H -2.45378 -3.85754 -0.81977
C 1.73455 -3.32647 -1.05419
C -0.97169 3.49054 1.10797

Summary:
Strongest force on any atom = 4.857 eV/Å
⟨S²⟩ = 8.767
LUMO level (alpha / beta) = -3.44 / -5.70 eV
HOMO (alpha / beta) = -11.7 / -11.7 eV
Spin multiplicity = 6
Charge = +1
Energy relative to the best compared isomer or geometry (same formula, charge and spin) = 213.1 kJ/mol


Number 1: calculated total energy -147971.7639 eV. Number 2: calculated total energy -116532.6185 eV. Number 3: calculated total energy -108078.5311 eV. Number 4: calculated total energy -67741.1770 eV.